DFT (ωB97M-V/def2-TZVPD) results for a 2-piece molecular cluster, C2H7FNP overall.

LUMO (alpha / beta) = -0.424 / -0.352 eV
Kohn-Sham gap (alpha / beta) = 8.6 / 7.5 eV
F_max = 3.582 eV/Å
Net charge = 0
Total energy = -576.24511 hartree
Energy above the lowest of the compared OMol25 structures with the same formula, charge and spin = 1.663 eV
HOMO energy (alpha / beta) = -9.043 / -7.813 eV

Cartesian coordinates (Å):
C -0.79278 0.93229 0.38279
C -0.73016 -1.22336 -0.49618
N -0.28744 -0.38067 0.54219
F 2.20121 0.57463 -0.88413
P 2.32809 -0.26840 0.51747
H -1.72275 1.05911 -0.32329
H -0.99938 1.25928 1.34609
H -0.09203 1.58545 -0.02848
H -1.68567 -1.61206 -0.32179
H -0.65424 -0.85844 -1.45963
H -0.20897 -2.08925 -0.57175
H 2.64412 1.02142 1.29671

So, what does the natural (NBO) scheme give us? The charges, in e, come out as:
1. C -0.468
2. C -0.475
3. N -0.339
4. F -0.603
5. P 0.800
6. H 0.178
7. H 0.205
8. H 0.212
9. H 0.214
10. H 0.177
11. H 0.200
12. H -0.099